(1)
Formula: C4H8O2
Source: OMol25
Level of theory: the ωB97M-V functional and the def2-TZVPD basis

Each line ends with the natural charge from an NBO analysis.
Cartesian coordinates (Å):
C (1.500, 0.907, 0.158)  -0.6543
C (0.769, -0.360, 0.510)  0.0657
O (-0.358, -0.259, 1.390)  -0.5077
C (-0.588, -0.624, 0.028)  0.0260
C (-1.354, 0.416, -0.791)  -0.0925
O (-1.603, 1.578, -0.041)  -0.7183
H (0.792, 1.715, -0.049)  0.2370
H (2.123, 0.744, -0.729)  0.2191
H (2.156, 1.215, 0.976)  0.2217
H (1.399, -1.221, 0.741)  0.1844
H (-0.903, -1.657, -0.100)  0.1898
H (-2.294, -0.025, -1.147)  0.1714
H (-0.763, 0.685, -1.677)  0.1729
H (-1.380, 1.329, 0.874)  0.4846

structure (SMILES)	C[C@H]1O[C@H]1CO



(2)
Formula: C4H8O2
Source: OMol25
Level of theory: the ωB97M-V functional and the def2-TZVPD basis

Each line ends with the natural charge from an NBO analysis.
Cartesian coordinates (Å):
O (0.926, -1.994, -0.295)  -0.7211
C (-0.286, -1.262, -0.229)  -0.0570
C (0.034, 0.040, 0.473)  -0.2849
C (0.967, 1.034, -0.228)  -0.0496
O (0.115, 2.140, 0.097)  -0.5369
C (-0.942, 1.231, 0.445)  -0.0563
H (0.755, -2.829, -0.746)  0.4711
H (-1.057, -1.822, 0.325)  0.1640
H (-0.683, -1.055, -1.236)  0.1568
H (0.387, -0.180, 1.487)  0.2119
H (1.958, 1.198, 0.192)  0.1848
H (1.042, 0.842, -1.310)  0.1640
H (-1.445, 1.468, 1.393)  0.1822
H (-1.621, 1.280, -0.412)  0.1711



(3)
Formula: C4H8O2
Source: OMol25
Level of theory: the ωB97M-V functional and the def2-TZVPD basis

Each line ends with the natural charge from an NBO analysis.
Cartesian coordinates (Å):
C (-2.050, -0.381, 0.528)  -0.6290
C (-1.213, 0.568, -0.312)  -0.0872
O (0.121, 0.661, 0.219)  -0.5148
C (1.114, 0.169, -0.548)  0.7979
C (2.452, 0.287, 0.136)  -0.7164
O (0.954, -0.324, -1.639)  -0.6035
H (-1.503, -1.311, 0.709)  0.2162
H (-2.318, 0.057, 1.494)  0.2102
H (-2.974, -0.631, -0.005)  0.2171
H (-1.148, 0.231, -1.348)  0.2137
H (-1.618, 1.584, -0.289)  0.1842
H (2.473, 1.116, 0.845)  0.2324
H (3.225, 0.410, -0.625)  0.2381
H (2.654, -0.642, 0.680)  0.2412

structure (SMILES)	CCOC(C)=O



(4)
Formula: C4H8O2
Source: OMol25
Level of theory: the ωB97M-V functional and the def2-TZVPD basis

Each line ends with the natural charge from an NBO analysis.
Cartesian coordinates (Å):
C (1.586, -0.162, 0.866)  -0.2631
O (1.208, 0.718, -0.172)  -0.5174
C (-0.087, 0.570, -0.679)  0.0611
C (-0.653, -0.838, -0.956)  -0.0967
O (-1.700, -0.653, 0.010)  -0.5353
C (-1.271, 0.685, 0.296)  -0.0949
H (0.749, -0.410, 1.532)  0.1725
H (2.008, -1.101, 0.480)  0.1702
H (2.358, 0.352, 1.444)  0.1957
H (-0.131, 1.255, -1.528)  0.1930
H (0.009, -1.674, -0.698)  0.1796
H (-1.050, -0.994, -1.968)  0.1794
H (-1.004, 0.822, 1.351)  0.1776
H (-2.023, 1.431, 0.021)  0.1784

structure (SMILES)	COC1COC1



(5)
Formula: C4H8O2
Source: OMol25
Level of theory: the ωB97M-V functional and the def2-TZVPD basis

Each line ends with the natural charge from an NBO analysis.
Cartesian coordinates (Å):
O (-1.255, -1.222, 1.544)  -0.7186
C (-1.107, -0.198, 0.581)  -0.0537
C (0.374, -0.029, 0.283)  -0.2939
C (0.905, -0.645, -1.023)  -0.0486
O (1.114, 0.650, -1.609)  -0.5368
C (0.766, 1.300, -0.380)  -0.0494
H (-2.190, -1.280, 1.775)  0.4696
H (-1.510, 0.757, 0.955)  0.1578
H (-1.655, -0.443, -0.344)  0.1610
H (0.942, -0.281, 1.184)  0.2223
H (1.846, -1.201, -0.928)  0.1743
H (0.187, -1.245, -1.599)  0.1721
H (1.628, 1.807, 0.076)  0.1743
H (-0.045, 2.030, -0.514)  0.1698

structure (SMILES)	OCC1COC1



(6)
Formula: C4H8O2
Source: OMol25
Level of theory: the ωB97M-V functional and the def2-TZVPD basis

Each line ends with the natural charge from an NBO analysis.
Cartesian coordinates (Å):
C (3.276, -0.189, -1.230)  -0.4603
C (2.232, -0.684, -0.731)  -0.1247
C (1.724, -0.570, 0.670)  -0.6669
H (3.661, -0.656, -2.092)  0.2175
H (3.589, 0.595, -0.599)  0.2024
H (1.398, -1.100, -1.345)  0.1708
H (2.496, -0.238, 1.428)  0.2118
H (0.951, 0.150, 0.377)  0.2247
H (1.427, -1.574, 0.880)  0.2243
O (-2.395, 1.526, -0.117)  -0.6072
C (-2.372, 0.660, 0.801)  0.6245
O (-2.385, -0.624, 0.474)  -0.6594
H (-2.353, 0.866, 1.893)  0.1428
H (-2.099, -0.562, -0.458)  0.4996

structure (SMILES)	C=CC.O=CO



E_LUMO, record by record: 1.030, 0.848, 0.970, 1.004, 0.872, 0.719 eV